# 1
21
Properties=species:S:1:pos:R:3 method="wB97M-V/def2-TZVPD" smiles=FC(F)C(F)(F)c1c[nH+]ccc1C(F)(F)F fmax_ev_per_a=0.55 multiplicity=1 total_energy_ha=-1061.4283 e_above_lowest_ev=0.0000 charge=+1
F 2.59 1.51 1.41
F -0.31 -3.84 -0.29
F 2.88 0.51 -0.49
F -0.55 -1.84 -1.91
F 1.44 -1.71 -1.02
F 0.51 -2.61 1.33
F 2.27 -0.63 1.28
N -1.88 1.53 -0.42
C 0.67 0.80 0.25
C 2.14 0.52 0.62
C 0.20 2.09 0.51
C 0.14 -1.58 -0.76
C -1.47 0.28 -0.69
C -0.19 -0.13 -0.37
C -1.09 2.44 0.17
C -0.34 -2.62 0.28
H -1.49 3.42 0.36
H -2.18 -0.36 -1.20
H -2.82 1.79 -0.69
H -1.35 -2.39 0.63
H 0.83 2.83 0.99

---

# 2
21
Properties=species:S:1:pos:R:3 method="wB97M-V/def2-TZVPD" s2=2.0154 fmax_ev_per_a=9.01 multiplicity=3 total_energy_ha=-859.1494 e_above_lowest_ev=4.7676 charge=+3
W 0.29 -0.92 -0.67
O 3.94 -3.21 -2.26
O 0.28 0.09 -3.67
O -5.06 1.64 0.41
O -0.63 -3.92 -0.30
O 3.26 -0.68 0.60
N -1.21 1.40 1.19
N 0.80 0.47 0.83
C -0.59 0.13 0.99
C -0.28 -2.81 -0.49
C 0.96 1.81 1.01
C -0.29 2.37 1.20
C 2.16 -0.76 0.19
C 3.06 -2.61 -1.85
C -4.32 0.99 -0.16
C 0.27 -0.30 -2.56
H -1.03 -0.33 -0.05
H -2.22 1.51 1.28
H -0.54 3.41 1.38
H -0.80 -0.55 1.82
H 1.94 2.26 1.09

---

# 3
16
Properties=species:S:1:pos:R:3 method="wB97M-V/def2-TZVPD" s2=0.7976 fmax_ev_per_a=1.79 multiplicity=2 total_energy_ha=-513.1091 charge=-1
O -0.42 -0.88 2.79
O -1.07 1.24 2.52
N 1.16 -0.06 -4.55
C -0.22 0.09 0.64
C 0.29 -0.18 -2.14
C -1.11 0.63 -0.34
C 0.93 -0.52 0.24
C 1.29 -0.75 -1.17
C -0.60 0.15 2.13
C -0.83 0.51 -1.70
C 0.64 -0.17 -3.51
H 1.43 -1.84 -1.36
H 1.60 -0.91 1.01
H -1.47 1.01 -2.43
H -2.04 1.09 0.01
H 2.31 -0.34 -1.41

---

# 4
17
Properties=species:S:1:pos:R:3 method="wB97M-V/def2-TZVPD" fmax_ev_per_a=3.95 multiplicity=1 total_energy_ha=-588.1551 e_above_lowest_ev=5.5286
O -2.39 -0.88 0.50
O -0.69 -4.03 0.16
O -1.68 0.00 2.49
N -1.19 -2.94 0.13
C -0.35 0.36 0.52
C -1.45 -0.21 1.35
C 0.82 0.96 1.08
C 1.70 1.26 -1.17
C 0.50 0.75 -1.74
C -0.47 0.28 -0.87
C -1.78 -2.06 0.62
C 1.82 1.38 0.21
H 0.97 1.20 2.05
H -1.25 -0.26 -1.23
H 0.22 0.66 -2.86
H 2.56 1.58 -1.81
H 2.67 1.94 0.57

---

# 5
14
Properties=species:S:1:pos:R:3 method="wB97M-V/def2-TZVPD" smiles="C[C@@H]1C#CC#CC=C1" fmax_ev_per_a=6.24 multiplicity=1 total_energy_ha=-308.1221 e_above_lowest_ev=4.8053
C -0.57 1.61 0.87
C 0.50 0.30 2.61
C 0.89 -0.77 1.89
C -0.36 -1.29 -1.40
C 0.59 -0.42 -0.47
C -0.18 0.92 -0.20
C -0.08 1.38 2.27
C 1.00 -1.16 0.71
H -0.18 -0.89 -2.37
H -0.15 -2.26 -1.27
H 1.61 -0.15 -0.89
H -1.37 -0.89 -1.09
H -0.74 1.13 -1.22
H -0.96 2.50 0.56

---

# 6
14
Properties=species:S:1:pos:R:3 method="wB97M-V/def2-TZVPD" s2=2.0269 fmax_ev_per_a=5.05 multiplicity=3 total_energy_ha=-308.1660 e_above_lowest_ev=0.0000
C 1.62 0.38 -0.24
C -0.30 -1.88 0.08
C -0.68 -0.60 -0.06
C 0.19 0.42 -0.67
C -0.39 1.67 -0.03
C -1.68 1.39 0.43
C 2.54 0.62 0.50
C -1.87 0.07 0.29
H 3.55 0.33 0.99
H -0.95 -2.56 0.58
H 0.11 0.37 -1.77
H 0.00 2.67 -0.27
H 0.65 -2.35 -0.29
H -2.81 -0.53 0.46

---

# 7
83
Properties=species:S:1:pos:R:3 method="wB97M-V/def2-TZVPD" fmax_ev_per_a=2.67 multiplicity=1 total_energy_ha=-2117.9174 charge=-7
Ca 0.71 1.16 -2.01
Ca 2.50 0.07 2.14
O -4.07 -0.93 -1.86
O -4.00 0.38 0.83
C -4.99 -1.90 -1.49
C -4.83 0.55 1.95
C -3.90 0.72 3.14
C -4.30 -3.25 -1.66
C -2.84 -0.32 2.82
C -3.45 -2.92 -2.88
C -2.76 -0.21 1.29
C -2.93 -1.54 -2.52
B -1.89 1.91 -1.52
B 0.95 3.65 -1.06
B 2.89 -3.41 -1.55
B 0.40 -1.04 -3.37
B -1.08 3.73 2.29
B 3.77 2.14 0.90
B 5.57 -0.87 0.53
B 1.30 1.56 3.71
B 0.86 -0.08 0.30
B 2.74 -2.47 2.14
B 3.42 0.39 -2.77
H -5.86 -1.89 -2.19
H -0.34 -0.18 -3.30
H 4.73 2.86 0.72
H 2.00 -1.83 2.72
H 4.48 -0.75 1.08
H -4.85 -4.19 -1.81
H -5.50 -0.34 1.95
H -2.62 -3.63 -3.01
H -1.24 2.03 -2.47
H 0.61 2.80 -0.37
H 3.77 1.16 0.30
H 1.85 -0.20 -0.20
H -5.42 1.46 1.78
H 0.85 0.85 0.98
H -1.87 4.56 1.85
H -2.72 -1.26 0.97
H 3.53 -2.44 -1.30
H 3.60 -3.96 -2.39
H 2.73 2.68 0.76
H -4.07 -2.92 -3.78
H -0.02 -2.17 -3.43
H 0.07 3.99 -1.82
H 1.87 3.25 -1.63
H 3.66 -0.67 -2.30
H 0.02 -0.07 -0.50
H -1.29 2.71 1.69
H 4.44 0.91 -3.17
H 0.62 0.77 3.24
H -2.56 -1.01 -3.39
H 1.54 2.36 2.93
H 6.19 -1.70 1.17
H 0.71 -0.96 1.03
H -2.10 -1.68 -1.83
H 3.83 1.86 2.01
H 2.29 1.12 4.08
H 2.86 0.99 -1.94
H -5.49 -1.75 -0.52
H -3.47 1.73 3.10
H -3.72 -3.45 -0.75
H 1.09 -0.91 -4.34
H 2.93 -4.08 -0.54
H -1.88 0.32 0.92
H -4.48 0.66 4.08
H -1.93 -0.08 3.36
H 0.84 2.01 4.73
H 0.01 4.13 2.08
H 2.39 -3.61 2.01
H 1.22 4.61 -0.40
H -1.27 1.98 -0.56
H 6.12 0.20 0.63
H -2.45 0.85 -1.62
H 3.86 -2.42 2.57
H -2.73 2.78 -1.58
H -3.24 -1.29 3.15
H 2.71 0.26 -3.73
H 1.81 -3.12 -1.95
H 2.72 -1.93 1.13
H 5.34 -1.22 -0.58
H 1.08 -0.98 -2.44
H -1.30 3.46 3.46

---

# 8
21
Properties=species:S:1:pos:R:3 method="wB97M-V/def2-TZVPD" fmax_ev_per_a=7.10 multiplicity=1 total_energy_ha=-953.1967 e_above_lowest_ev=0.7126 charge=+2
Bi 0.29 -0.02 -0.49
O 3.52 0.01 -2.41
O -3.04 0.00 0.93
O -0.03 -3.78 -0.32
O -0.10 3.70 -0.30
O 0.88 0.03 -3.88
N 0.17 0.12 1.96
C 0.25 0.23 3.11
C 2.74 0.01 -1.58
C -2.25 -0.02 0.06
C 0.05 -2.65 -0.54
C -0.53 -0.37 5.41
C 0.43 0.00 -2.82
C 0.49 0.39 4.53
C 0.00 2.58 -0.54
H -0.33 -0.20 6.46
H -0.57 -1.46 5.24
H -1.50 0.06 5.21
H -2.50 -0.03 -1.03
H 1.48 -0.05 4.72
H 0.56 1.45 4.81